A cluster of 4 separate species, H8O4 in total. Source: the Open Molecules 2025 dataset; level of theory: ωB97M-V/def2-TZVPD.

Output
SMILES ... O.O.O.O
Spin multiplicity ... 1
ΔE to the lowest compared entry with this formula, charge and spin ... 104.2 kJ/mol

Last column: natural (NBO) charge in e.
Element x y z (Å)
O -0.874 -1.437 -0.722  -0.936
H -1.412 -0.649 -0.790  0.470
H -0.045 -1.131 -0.353  0.466
O 1.560 1.307 0.989  -0.945
H 1.346 1.591 0.100  0.471
H 1.511 2.106 1.514  0.474
O -4.072 0.762 -2.194  -0.936
H -4.106 1.676 -2.474  0.468
H -4.492 0.757 -1.334  0.468
O 3.902 -1.582 1.835  -0.940
H 3.522 -2.424 1.585  0.465
H 3.160 -0.977 1.844  0.474

Cartesian forces, eV/Å:
O -0.0134 -0.2134 -0.0510
H -0.2358 0.1842 -0.0987
H 0.2332 0.0501 0.1501
O 0.0041 -0.3166 0.0581
H 0.0077 0.0601 -0.2668
H 0.0081 0.1755 0.2002
O 0.1824 -0.1736 -0.0533
H -0.0027 0.2282 -0.1297
H -0.1524 -0.0587 0.2210
O 0.2311 -0.0039 0.0535
H -0.0508 -0.2318 -0.0527
H -0.2115 0.3000 -0.0306